Entry from the OMol25 dataset: a molecular structure, C38H96F6O22Zn in a non-equilibrium geometry (the ωB97M-V functional and the def2-TZVPD basis).

Geometry as XYZ:
```
163
Properties=species:S:1:pos:R:3:forces:R:3
Zn 0.0247 -0.8155 -3.6089 -0.2 0.5 -0.8
C -1.2896 1.5039 -4.8406 -1.1 1.5 -0.3
O -1.0185 2.3153 -3.7082 1.0 -0.1 -0.9
O -0.6582 0.3379 -4.9344 0.0 -0.4 0.2
C -2.8385 1.4764 -4.8165 -1.3 -0.3 0.4
F -3.3277 0.8857 -5.9106 0.1 -0.4 -0.5
F -3.3765 0.8046 -3.7574 0.6 0.1 -0.1
F -3.4416 2.6987 -4.7894 1.0 -0.3 0.0
C 0.0064 3.2488 -4.0768 0.5 -0.7 1.0
C 0.3791 3.9851 -2.8222 -0.6 0.4 1.9
H 1.0484 4.7960 -3.1128 -0.1 0.2 0.3
H -0.5781 4.3727 -2.3123 1.4 -0.2 -0.9
H 0.8901 3.3756 -1.9978 -0.6 0.4 -1.5
H -0.3500 3.9031 -4.8808 -0.1 0.1 0.3
H 0.9001 2.7238 -4.4662 -0.4 0.0 0.0
H -1.0991 2.1345 -5.7417 0.0 -0.3 0.2
C 1.2948 -0.2337 -1.2176 -0.5 -0.8 1.3
O 0.3817 0.8398 -1.2760 1.2 0.6 -0.1
O 1.0063 -1.2343 -2.0894 0.5 -0.1 0.7
C 2.6674 0.3199 -1.4973 -1.0 1.4 -0.5
F 2.7475 0.5703 -2.8143 0.8 0.1 -0.4
F 2.8385 1.5252 -0.8794 0.7 -1.1 0.0
F 3.6137 -0.5595 -1.1560 0.2 0.8 0.0
C -0.9612 0.4525 -1.1934 -0.6 -1.0 1.1
C -1.4901 0.4201 0.2497 -1.9 -0.4 -1.7
H -0.9933 -0.2949 0.9030 0.1 0.4 0.1
H -1.5165 1.4481 0.5248 0.5 0.7 1.1
H -2.6068 0.1843 0.1530 1.4 -0.1 0.3
H -1.0077 -0.5441 -1.6047 -0.6 -0.3 -0.1
H -1.5832 1.1209 -1.7748 0.2 0.2 -0.2
H 1.4078 -0.6568 -0.1819 -0.5 0.3 -0.3
C 3.5661 -3.5117 -1.6011 0.9 -0.1 0.0
C 2.5287 -3.8049 -2.6415 0.3 -0.8 -0.8
C 2.6865 -5.1651 -3.3186 1.6 0.5 0.6
O 1.2583 -3.8210 -2.0915 -1.4 -0.7 1.2
H 3.1655 -2.7329 -0.9671 -0.3 -0.5 0.8
H 4.4473 -2.9406 -1.9664 -0.2 -1.0 -0.3
H 3.8278 -4.4894 -1.1435 0.1 1.0 0.4
H 2.5238 -3.0006 -3.3259 0.4 0.8 -1.3
H 2.5128 -5.9426 -2.6014 -0.3 -0.4 0.8
H 3.7492 -5.2980 -3.5728 -0.4 0.0 -0.5
H 2.0176 -5.3817 -4.1227 -0.3 0.3 -0.8
H 1.0946 -2.9616 -1.6739 -0.1 0.4 -0.2
C 3.3194 -1.9946 2.0117 2.1 -1.2 0.8
C 1.9400 -2.5545 2.3376 -0.9 1.1 -2.8
C 1.9249 -3.9445 2.8891 1.3 -1.1 -0.7
O 1.1182 -1.6822 3.0990 0.1 -0.1 -0.9
H 3.9606 -2.6604 1.3686 -1.2 0.3 0.1
H 4.0087 -1.9859 2.8932 -0.7 0.5 -0.2
H 3.3066 -1.0343 1.5121 -0.2 0.3 0.2
H 1.4460 -2.4367 1.3368 0.0 -1.0 0.5
H 2.3130 -4.7284 2.1686 -0.4 1.0 0.6
H 0.9461 -4.2419 3.2216 -0.4 0.0 0.2
H 2.6257 -3.9487 3.7244 -0.1 -0.2 0.3
H 1.5151 -1.6372 3.9521 0.2 0.4 1.8
C -5.4551 2.8327 1.7182 0.4 0.5 -1.2
C -6.6386 3.3874 2.5192 0.5 0.3 -1.4
C -7.9995 3.0583 1.8858 -0.3 1.3 0.4
O -6.5897 2.8866 3.8222 0.4 -0.8 1.4
H -4.5133 3.1372 2.1686 0.1 -0.2 0.4
H -5.3169 3.1834 0.6666 -0.7 0.2 0.6
H -5.4872 1.7524 1.5976 -0.1 -0.2 0.5
H -6.5657 4.4814 2.5422 0.2 0.1 0.1
H -8.2745 3.7233 1.0347 0.6 -0.3 0.5
H -8.7756 3.2519 2.6456 0.2 -0.4 -0.2
H -8.0336 2.0535 1.5241 -0.2 -0.8 0.0
H -5.6779 2.8528 4.2133 -1.1 0.5 -1.0
C 5.4125 0.0477 -5.5089 -0.6 -0.3 -0.6
C 5.4369 1.5712 -5.6743 0.0 -1.8 2.3
C 5.9450 2.0846 -6.9452 2.8 0.8 -1.5
O 4.0970 1.9642 -5.6142 -1.4 0.8 1.4
H 4.7149 -0.2226 -4.7298 -0.5 0.2 0.3
H 6.2887 -0.4778 -5.1792 1.0 0.1 -0.4
H 5.0031 -0.3697 -6.4297 0.2 -0.3 -0.1
H 5.9943 1.8962 -4.7483 -0.2 0.5 -1.1
H 5.3613 1.8457 -7.8501 -0.2 0.0 0.7
H 6.9727 1.6280 -7.1622 -1.2 0.8 0.4
H 6.0532 3.2003 -6.8651 0.0 -1.0 -0.3
H 3.8044 1.8329 -4.6845 0.0 0.1 -1.0
C 3.7072 0.2378 4.9703 0.0 -1.1 1.1
C 3.2678 -1.0285 5.7534 0.8 -0.4 0.3
C 3.7441 -1.0252 7.2231 -0.7 0.6 -0.9
O 1.8503 -1.1332 5.7671 0.6 -1.7 -0.4
H 4.7615 0.4248 5.1944 -0.1 0.2 -0.3
H 3.0944 1.0418 5.3475 0.0 0.6 0.2
H 3.5121 0.1437 3.9144 0.1 -0.1 -0.4
H 3.6865 -1.9485 5.2802 -0.5 0.5 0.0
H 3.3617 -1.8718 7.7833 -0.1 -0.1 -0.1
H 3.3252 -0.1038 7.6003 -0.2 0.3 0.7
H 4.8041 -0.9553 7.3435 0.8 -0.1 -0.1
H 1.4615 -0.2720 5.8500 -0.4 1.1 0.0
C 2.1887 4.9032 2.7641 -0.8 -0.8 0.1
C 1.8214 3.7117 3.6229 -0.8 0.1 1.6
C 2.0726 3.8316 5.1348 -0.8 1.1 -1.2
O 0.3519 3.5174 3.6125 0.5 -0.1 -1.2
H 1.4074 5.6518 2.7744 0.0 0.5 0.6
H 2.2161 4.6025 1.7374 0.3 -0.3 -0.8
H 3.1516 5.2602 3.0458 0.7 0.6 0.2
H 2.3494 2.8171 3.3211 -0.2 -0.4 -0.7
H 1.7310 2.9498 5.6553 0.2 0.1 0.3
H 1.5148 4.7121 5.4147 -0.6 0.1 0.6
H 3.0547 4.1258 5.3774 1.5 -0.3 0.2
H 0.0256 3.7580 2.7206 0.2 -0.3 0.6
C -0.8842 0.6126 5.3055 -0.2 -0.6 -0.9
C -2.0865 1.4771 5.6021 1.7 -0.5 -1.0
O -2.1977 2.4940 4.6445 1.4 2.1 -0.6
O 0.4460 1.1843 5.5483 -2.2 -0.2 -0.7
H -1.0751 0.3045 4.2193 1.0 0.1 1.3
H -0.9632 -0.2358 5.9589 0.2 -0.7 0.1
H -1.9974 1.8106 6.5910 -0.2 0.9 1.6
H -2.9118 0.7976 5.5062 -0.8 0.0 -0.1
H -1.3129 3.0052 4.5403 -1.8 -1.4 0.3
H 0.5245 1.7217 4.7557 0.6 0.4 -0.2
C 1.4721 -1.3785 -6.4186 0.7 0.1 1.0
C 2.3860 -2.3147 -7.1813 0.2 -0.8 0.2
O 1.7242 -3.6232 -7.3795 1.0 0.9 0.5
O 1.3787 -1.7801 -5.0034 -1.1 -1.2 -1.0
H 0.5194 -1.4857 -6.9326 -0.4 0.6 0.3
H 1.8333 -0.3205 -6.3162 -0.3 -1.0 -0.7
H 3.3564 -2.4746 -6.6905 -0.3 0.2 0.1
H 2.5768 -1.8309 -8.1327 0.0 -0.1 -0.4
H 2.4073 -4.3195 -7.2984 -0.6 0.7 -0.1
H 0.9707 -2.6783 -5.0455 0.6 0.5 0.2
C -1.8155 -5.5107 -1.9628 -0.9 0.4 -0.1
C -1.9829 -5.0438 -0.5501 0.7 -0.6 1.6
O -2.6899 -3.8252 -0.4989 -0.1 0.2 -0.4
O -1.1640 -4.5517 -2.7576 0.0 -0.3 -0.4
H -2.8385 -5.5743 -2.3545 0.2 -0.3 -0.2
H -1.3475 -6.5064 -1.9729 0.0 0.3 -0.1
H -0.9978 -4.9872 0.0005 -0.6 0.2 -0.6
H -2.5211 -5.8644 -0.0542 -0.2 0.2 0.2
H -3.1002 -3.6326 0.3765 0.4 -0.4 -0.5
H -0.2199 -4.5441 -2.5287 0.3 0.3 0.0
C -2.7448 -2.3167 2.5478 1.5 2.0 3.3
C -2.0563 -3.2222 3.5490 1.2 0.0 -0.1
O -2.8615 -4.1245 4.2933 0.3 -0.3 -1.1
O -3.6268 -2.9813 1.8306 -4.2 -2.3 -1.5
H -1.9562 -1.9735 1.8979 0.2 0.6 -0.2
H -3.2463 -1.4546 3.1051 0.7 -0.6 -0.7
H -1.4724 -2.5551 4.1832 0.3 -0.2 0.3
H -1.3517 -3.8464 2.9724 -0.3 0.1 0.4
H -3.4160 -3.6511 4.8887 -0.6 0.7 0.8
H -4.3381 -3.3154 2.4360 0.9 0.1 -1.0
C -3.7069 5.7160 3.5015 -0.3 0.9 0.0
C -2.6327 6.6634 3.9453 0.1 1.0 1.5
O -1.2963 6.2475 3.7240 0.2 0.1 -0.7
O -4.0456 4.7340 4.4338 0.8 -1.0 0.4
H -3.4363 5.3472 2.5322 0.2 -0.7 -0.7
H -4.5976 6.3178 3.3597 -0.3 0.1 0.0
H -2.8077 6.8578 5.0402 0.2 -0.1 -0.8
H -2.7279 7.6468 3.4400 0.1 -0.7 0.1
H -1.0104 5.5292 4.2853 -0.2 -0.3 0.4
H -3.2746 4.1408 4.5895 -0.7 0.2 -0.2
C -4.0821 -2.3881 -3.9562 0.5 -0.2 -1.2
C -2.6079 -2.2130 -4.3889 0.3 -2.0 -1.2
O -1.6416 -1.9679 -3.3501 -1.0 -0.4 0.2
O -4.3783 -3.5796 -3.2333 0.8 0.8 0.2
H -4.6827 -2.5035 -4.8960 0.5 0.6 0.7
H -4.3320 -1.4652 -3.4262 -0.5 -0.2 0.1
H -2.4778 -1.4227 -5.0808 -0.4 1.3 -0.4
H -2.2484 -3.0734 -5.0396 -0.5 0.3 1.2
H -1.6818 -2.7267 -2.7339 0.5 -0.2 -0.1
H -3.8406 -3.5022 -2.4337 -0.2 -0.4 0.5
```
Positions in Å, forces in eV/Å.

## Properties
LUMO   0.25 eV
Net charge   0
Highest occupied orbital energy   -0.3526 hartree